No. 1
# C46H50ClF2FeIN3OP2

A molecular structure, C46H50ClF2FeIN3OP2 in a non-equilibrium geometry (ωB97M-V/def2-TZVPD, the Open Molecules 2025 dataset).

Values from the calculation:
- ⟨S²⟩: 0.918
- Lowest unoccupied orbital energy (alpha / beta): -0.49 / -0.12 eV
- 2S+1: 2
- Highest occupied orbital energy (alpha / beta): -6.83 / -6.87 eV
- Frontier orbital gap (alpha / beta): 6.3 / 6.8 eV
- DFT total energy: -134054.272 eV
- Energy above the lowest of the compared OMol25 structures with the same formula, charge and spin: 32.01 kcal/mol

Each line ends with the Löwdin charge.
Element x y z (Å)
C 0.357 4.503 -1.598  -0.098
C -3.834 1.702 1.891  -0.113
H -3.514 2.623 1.397  0.065
C 0.743 -2.320 -4.170  -0.171
C 2.095 -3.693 -2.772  -0.024
H 3.164 5.850 2.427  0.078
H 1.555 2.608 -3.178  0.100
O -0.738 0.171 -1.963  -0.306
H -1.037 -0.523 -6.430  0.092
H 3.972 3.266 -3.086  0.089
C -0.705 -0.235 1.968  -0.318
H 0.065 1.804 3.618  0.105
C 3.386 3.144 -2.171  -0.104
H -3.024 1.356 2.534  0.065
F 5.461 0.945 0.245  0.070
C -3.504 -1.451 -0.929  -0.502
C 4.823 -0.853 1.607  0.068
C -1.975 -0.717 1.543  -0.307
C 1.617 -3.413 -4.016  -0.012
C 0.761 2.203 2.893  -0.014
Cl 0.573 -2.769 -6.862  0.677
H -1.653 2.204 -0.009  -0.010
H 2.906 1.011 -4.162  0.089
C -0.967 -1.512 4.015  -0.029
C 0.400 -1.588 -3.009  -0.155
H -3.660 -1.950 2.052  0.109
C 3.823 -1.736 1.941  -0.203
H -4.690 1.946 2.527  0.079
C -5.304 1.250 -0.064  -0.126
C 1.630 3.222 3.255  -0.038
C 0.192 -1.900 -5.400  -0.615
I -2.246 1.544 -4.487  0.969
H 3.807 0.657 -2.692  0.079
H -4.694 -0.198 1.389  0.087
H 0.938 4.567 -2.518  0.065
H 1.618 3.579 4.279  0.111
H 3.066 3.858 0.288  0.095
C 0.725 -4.783 2.686  -0.047
C 1.556 2.370 0.624  -0.281
H -2.866 -3.551 -0.838  0.077
C 1.527 -2.754 1.663  -0.222
C -0.593 -3.492 1.208  -0.116
H -2.465 -3.803 4.719  0.075
C -0.484 -0.454 -3.060  -0.461
H -5.824 0.494 -0.650  0.060
P -2.694 -0.015 -0.021  1.141
C 3.271 0.131 0.054  -0.058
H 1.895 -4.012 -4.872  0.095
H 3.162 0.882 -0.702  0.034
H -1.526 -3.321 0.701  0.071
H -4.296 -1.820 -0.270  0.091
H 2.779 -4.518 -2.622  0.112
N 0.888 -1.890 -1.768  0.061
H 3.591 4.890 3.842  0.071
H -6.058 1.763 0.539  0.076
H 2.179 0.024 -2.899  0.045
C -0.638 -0.819 -5.470  -0.176
C -4.245 0.648 0.858  -0.535
C 0.767 1.701 1.587  -0.300
H -2.134 3.791 -0.617  0.087
C 2.238 -0.731 0.413  -0.061
H 0.885 -5.637 3.332  0.112
C -2.694 -1.574 2.382  -0.076
H -2.522 -2.764 -2.368  0.080
H -4.864 1.985 -0.744  0.078
C 4.518 0.065 0.635  -0.253
H -0.564 -1.831 4.972  0.120
H -0.726 2.773 -2.278  0.026
C 2.508 3.792 2.341  -0.279
H -1.294 -5.295 2.122  0.111
H 4.056 2.754 -1.402  0.068
C 1.727 -3.845 2.510  0.009
C -2.225 -1.973 3.618  -0.282
C -3.021 -2.884 4.516  -0.047
N -0.001 0.641 1.142  -0.072
H -0.469 5.212 -1.687  0.084
C -2.550 -2.608 -1.288  -0.105
P 1.051 1.799 -1.034  1.196
H 3.036 4.128 -1.865  0.058
C 2.549 -1.731 1.368  -0.112
C -0.227 -0.668 3.220  -0.037
F 4.157 -2.628 2.904  0.051
H -3.976 -3.152 4.063  0.074
H -1.526 -2.399 -0.980  0.024
H 2.091 -3.128 -0.692  0.104
C -0.470 -4.602 2.022  -0.045
C -0.969 -0.096 -4.313  -0.626
H 4.474 4.678 2.325  0.076
H 0.763 -0.357 3.534  0.119
H -0.883 3.661 0.637  0.087
H 2.662 -3.978 3.021  0.104
C -0.233 3.111 -1.363  -0.498
H -3.432 -0.980 -3.047  0.033
C 1.711 -2.910 -1.678  -0.086
H -4.446 0.129 -2.155  0.028
C 2.814 0.885 -3.081  -0.096
N 0.364 -2.586 1.008  0.098
C -4.145 -0.912 -2.224  -0.138
C 2.241 2.171 -2.449  -0.475
C 2.425 3.378 1.017  -0.045
Fe 0.316 -0.565 -0.301  0.550
H 0.979 4.818 -0.758  0.072
H -5.021 -1.508 -2.493  0.085
H -3.220 -2.404 5.476  0.080
C 3.489 4.860 2.758  -0.055
C -1.288 3.194 -0.264  -0.122
H 5.792 -0.905 2.082  0.134

No. 2
# C5H14N2O

2 unconnected molecules or ions with the total composition C5H14N2O in a non-equilibrium geometry (ωB97M-V/def2-TZVPD, the Open Molecules 2025 dataset).

Values from the calculation:
- Lowest unoccupied orbital energy: 0.88 eV
- Highest occupied orbital energy: -6.87 eV
- Frontier orbital gap: 7.8 eV
- DFT total energy: -10434.851 eV
- Energy above the lowest of the compared OMol25 structures with the same formula, charge and spin: 142.45 kcal/mol

Each line ends with the Löwdin charge.
Element x y z (Å)
C -1.443 -1.555 -1.760  -0.036
H -1.537 -1.782 -2.794  0.068
C 1.355 1.367 -0.845  -0.236
N 0.039 1.111 -0.328  -0.124
H 0.972 1.356 2.543  0.126
H -1.639 -0.440 1.924  0.084
H 2.015 0.495 -0.658  0.054
H -1.931 -2.354 -1.272  0.073
H 0.901 -0.515 2.355  0.072
C -1.343 0.480 1.442  -0.038
O 0.474 -1.762 -0.309  -0.074
C 1.043 0.405 1.862  -0.021
N -0.022 0.359 0.773  -0.381
H 1.936 2.380 -0.554  0.095
H 0.647 -0.882 -2.170  0.105
H -1.714 -0.579 -1.503  0.051
H 2.025 0.439 1.423  0.064
H -2.072 0.845 0.607  0.120
H 0.178 -0.799 0.538  0.076
H 1.383 1.526 -1.952  0.062
H -1.282 1.304 2.138  0.069
C 0.016 -1.400 -1.460  -0.211

No. 3
# C37H33BrN15O7RbS2

A molecular structure, C37H33BrN15O7RbS2 in a non-equilibrium geometry (ωB97M-V/def2-TZVPD, the Open Molecules 2025 dataset).

Values from the calculation:
- Lowest unoccupied orbital energy: 2.22 eV
- Highest occupied orbital energy: -0.90 eV
- Charge: -2
- Frontier orbital gap: 3.1 eV
- DFT total energy: -167956.325 eV
- Energy above the lowest of the compared OMol25 structures with the same formula, charge and spin: 32.72 kcal/mol

Each line ends with the Löwdin charge.
Element x y z (Å)
S 3.507 1.512 -0.055  0.435
C -3.183 11.826 -1.186  -0.690
C 8.333 -1.482 -1.779  -0.233
H -1.736 -1.823 1.488  0.053
Rb 0.507 -0.211 -1.081  0.774
C -2.386 3.699 -2.663  0.008
H -2.959 -1.644 -5.182  0.119
C 3.312 -0.850 4.838  -0.182
H 0.515 -1.935 3.406  0.111
C -4.230 -0.324 1.750  -0.405
C 0.425 3.508 1.112  -0.124
H 0.142 -1.328 5.685  0.116
H 5.743 2.293 -1.509  0.093
H -4.132 9.484 -3.409  0.106
N 0.945 0.568 5.358  -0.097
Br -3.373 13.700 -0.843  0.671
C -2.309 -3.365 -1.866  -0.189
H -2.315 -5.443 0.553  0.127
H -4.392 11.903 -2.958  0.095
N 2.023 -1.539 4.814  -0.091
C -1.609 2.958 -1.777  -0.240
C -2.424 11.053 -0.321  -0.140
H -1.678 1.345 -2.809  0.066
N -2.072 7.082 -1.219  0.082
H -1.665 -0.212 1.781  0.089
O -1.415 -3.369 0.353  0.088
H -6.076 0.416 1.780  0.076
N -0.230 2.895 0.163  0.141
C 0.435 0.616 3.980  -0.200
C -2.898 9.114 -1.697  -0.283
C -1.138 5.030 -0.537  -0.082
H 6.304 -2.485 -0.413  0.090
H 1.035 2.876 1.744  0.084
C -3.663 9.934 -2.547  -0.029
C 1.486 -1.434 3.450  -0.184
H -3.929 -4.707 -2.334  0.109
H 3.308 0.080 2.413  0.027
H 3.725 -0.905 5.854  0.117
H 2.671 1.171 6.376  0.115
C -0.426 5.652 0.499  -0.007
N -3.816 0.287 0.664  0.160
C 2.633 0.594 3.100  -0.227
H -3.644 -1.596 3.222  0.141
H -1.697 9.083 0.077  0.096
N -4.577 1.128 -0.029  -0.434
C -2.284 9.711 -0.575  -0.019
C -0.985 3.628 -0.679  -0.140
C -2.795 -2.178 -4.258  0.020
C 1.121 -0.838 5.714  -0.205
H -3.211 5.609 -3.183  0.106
H -1.944 11.505 0.536  0.098
C -3.334 -3.872 -2.670  -0.002
C 5.875 1.246 -1.268  -0.100
H -4.374 -3.600 -4.531  0.104
C 0.370 4.893 1.320  -0.028
C -2.581 5.055 -2.500  0.015
H -2.852 3.169 -3.481  0.125
H 2.550 1.637 2.789  0.085
N 3.195 0.548 4.452  -0.084
C 7.186 -0.788 -1.377  -0.230
C -3.578 -3.256 -3.885  -0.052
O -5.678 1.501 0.411  -0.012
N -2.816 7.794 -2.026  0.057
C 5.029 -0.786 -0.241  -0.788
C -1.965 5.759 -1.454  -0.241
N -3.334 -1.056 2.428  -0.011
S 3.865 -1.690 0.631  0.462
H 1.520 -0.893 6.734  0.115
C -3.808 11.278 -2.296  -0.146
N 1.324 -0.046 3.041  -0.070
H 0.944 5.342 2.116  0.103
N -1.539 -2.336 -2.238  0.180
N -1.957 -1.104 2.184  0.076
N 9.273 -2.070 -2.092  0.115
N -5.512 -0.326 2.201  0.161
O 0.302 -0.616 -3.580  -0.133
C -0.910 -0.539 -3.758  -0.719
O -2.566 -5.153 -0.336  0.097
C -2.031 -3.920 -0.541  -0.427
O -4.132 1.506 -1.087  0.084
C 2.264 1.202 5.357  -0.198
C 8.007 1.278 -2.407  -0.231
H 3.992 -1.349 4.144  0.125
H 0.321 1.665 3.694  0.111
C 6.192 -1.437 -0.655  -0.105
O -1.581 0.434 -4.167  -0.030
C -1.766 -1.766 -3.405  -0.159
H 2.181 -1.922 2.765  0.070
H -0.542 0.126 3.955  0.096
C 7.021 0.586 -1.692  -0.229
N 8.814 1.864 -2.984  0.117
H -5.709 -0.629 3.140  0.099
C 4.866 0.598 -0.551  -0.790
O -1.387 1.661 -1.907  -0.037
H 2.145 2.248 5.054  0.120
H -0.512 6.722 0.623  0.097

No. 4
# C4H3NO2

2 unconnected molecules or ions with the total composition C4H3NO2 in a non-equilibrium geometry (ωB97M-V/def2-TZVPD, the Open Molecules 2025 dataset).

Values from the calculation:
- Lowest unoccupied orbital energy (alpha / beta): -4.08 / -4.38 eV
- Highest occupied orbital energy (alpha / beta): -9.67 / -9.39 eV
- Frontier orbital gap (alpha / beta): 5.6 / 5.0 eV
- DFT total energy: -9770.557 eV
- Energy above the lowest of the compared OMol25 structures with the same formula, charge and spin: 256.65 kcal/mol

Each line ends with the Löwdin charge.
Element x y z (Å)
H 1.310 -1.299 -0.316  0.111
O -1.510 -1.257 0.893  0.089
H -1.308 1.059 0.327  0.122
O 0.558 -1.839 0.121  0.041
H -1.060 1.837 -1.201  0.105
C 1.952 1.304 0.479  0.011
N -0.913 1.041 -0.618  0.109
C -0.523 -1.039 0.190  -0.597
C 2.016 0.335 1.130  0.014
C -0.523 -0.141 -1.004  -0.004

> The highest energy above the lowest of the compared OMol25 structures with the same formula, charge and spin belongs to which entry?

C4H3NO2